No. 1
Below is a 12-piece molecular cluster, C44H67N12O7 overall in a non-equilibrium geometry, with properties calculated with wB97M-V/def2-TZVPD.

```
! RIJCOSX wB97M-V def2-TZVPD def2/J DEFGRID3
* xyz 1 1
C -2.1655 0.4656 -0.6541
C -1.0431 -0.4840 -0.1197
C -0.3532 -1.0954 -1.3420
C 0.5106 -0.2443 -2.2500
C 1.6250 0.2519 -1.2245
C 1.0415 1.1286 -0.1135
N -0.0473 0.3502 0.5687
O -0.3011 0.5147 1.8693
C 0.6130 2.4863 -0.5362
C 2.1148 1.2650 0.9068
C -1.5773 -1.5710 0.9117
H -3.0444 -0.0324 -0.7197
H -1.8786 1.0284 -1.5364
H -2.4788 1.1446 0.2323
H -1.1162 -1.5292 -2.1634
H 0.1084 -1.9869 -0.9985
H 0.0684 0.5060 -2.5730
H 0.9411 -0.9524 -2.7772
H 2.2594 1.0383 -1.5501
H 2.3712 -0.6123 -0.7819
H 0.5482 3.1624 0.2052
H -0.4513 2.5585 -1.1006
H 1.3749 2.9116 -1.1248
H 2.5937 0.5235 1.4220
H 1.7568 1.8976 1.8751
H 3.2595 1.5615 0.6680
H -0.8063 -2.3205 1.4570
H -2.3391 -2.2538 0.6811
H -1.8655 -1.3196 1.9082
N 2.9699 -2.5088 4.7996
C 2.2575 -3.6389 4.8212
C 0.8193 -3.3669 4.3801
C 0.8869 -1.9695 4.0580
C 2.2549 -1.4793 4.3804
H 4.0075 -2.6182 5.0591
H 2.7160 -4.3777 5.3262
H -0.0860 -3.9915 4.2572
H -0.0846 -1.4153 3.8149
H 2.7008 -0.3786 4.5368
N -6.4414 -0.3177 -3.6288
C -7.6177 0.0731 -3.0154
C -7.2533 0.7399 -1.7090
C -5.7587 0.6098 -1.5637
C -5.2826 0.0238 -2.8651
H -6.5162 -0.9566 -4.4710
H -8.6014 0.0301 -3.5199
H -7.8232 0.8138 -0.7502
H -5.1261 1.0102 -0.8437
H -4.4559 -0.2986 -3.2539
N 5.7933 -2.0923 2.7167
C 6.6639 -2.8320 1.9156
C 6.4700 -2.4107 0.4385
C 5.5012 -1.3609 0.4719
C 4.9559 -1.2611 1.9441
H 5.8152 -2.3513 3.7889
H 7.2898 -3.5893 2.1832
H 7.0439 -2.5487 -0.3349
H 5.2528 -0.6594 -0.2609
H 4.1070 -0.7621 2.4179
N -1.0680 -2.5569 -4.9417
C -0.0508 -1.8374 -5.4752
C -0.5451 -0.3575 -5.4132
C -1.9908 -0.4230 -4.8737
C -2.1802 -1.9478 -4.4580
H -1.0453 -3.5656 -4.7274
H 0.8947 -2.4579 -5.7254
H -0.0023 0.6090 -5.7216
H -2.5352 0.4587 -4.6769
H -3.0016 -2.4945 -4.0230
N -3.4136 3.4919 1.3589
C -4.1260 3.5441 0.1837
C -3.4343 4.3334 -0.7804
C -2.1409 4.8468 -0.0896
C -2.2054 4.1925 1.3159
H -3.7898 2.9383 2.1692
H -5.0441 2.8963 0.3327
H -3.7266 4.5490 -1.7308
H -1.2645 5.5360 -0.4167
H -1.4895 4.2144 2.2045
N 0.6163 6.2772 -3.5054
C 1.6309 5.9580 -2.5929
C 2.8847 6.9078 -2.8317
C 2.2942 7.8168 -4.0073
C 0.9498 7.3407 -4.3447
H -0.1478 5.6894 -3.6484
H 1.5342 5.0976 -2.0398
H 3.8304 6.9431 -2.3435
H 2.7789 8.6648 -4.4059
H 0.2582 7.5186 -5.0362
N 3.2502 -3.2415 -0.0351
C 2.2425 -3.8071 0.8410
C 1.2989 -4.4640 -0.0925
C 1.6379 -4.0768 -1.4970
C 2.9717 -3.3697 -1.4009
H 4.0407 -2.8021 0.3782
H 2.4092 -3.9905 1.8561
H 0.5403 -5.0217 0.3680
H 1.1926 -4.3834 -2.5307
H 3.5802 -3.1567 -2.3063
N -2.8653 -7.0360 0.8594
C -2.5344 -5.8921 1.6308
C -3.7760 -5.0072 1.7122
C -4.7815 -5.8543 1.0312
C -4.1800 -7.0179 0.4182
H -2.2512 -7.7447 0.6735
H -1.6508 -5.7772 2.2029
H -3.9310 -4.2173 2.2195
H -5.8128 -5.7871 0.9031
H -4.4885 -7.8667 -0.2617
C 2.5194 5.7857 3.1034
N 2.0361 4.7504 2.2879
O 1.0912 4.0708 2.6739
O 2.3822 4.7459 1.2005
H 3.2495 5.3168 3.8458
H 1.7150 6.1893 3.7379
H 2.8466 6.5962 2.4691
C 5.6069 3.9291 -1.3994
N 4.9026 2.5838 -1.6928
O 5.0670 1.6323 -0.9091
O 3.8919 2.6423 -2.3339
H 6.0455 4.3980 -2.2878
H 6.4515 3.8376 -0.6829
H 4.9676 4.7449 -0.8194
C -4.6076 -3.1697 5.5467
N -3.4489 -2.2763 5.2692
O -3.2892 -2.0049 4.0753
O -2.5708 -1.9709 6.1207
H -5.3568 -2.5675 4.9525
H -4.8487 -3.3499 6.6752
H -4.1916 -4.0621 5.2080
*
```

Values from the calculation:
frontier orbital gap	4.457	eV
energy above the lowest of the compared OMol25 structures with the same formula, charge and spin	0.275	eV



No. 2
Below is C44H68CrN2O6P4Si2 as an isolated structure, with properties calculated with wB97M-V/def2-TZVPD.

```
! RIJCOSX wB97M-V def2-TZVPD def2/J DEFGRID3
* xyz 1 4
Cr 0.2596 0.3814 -0.7202
C 2.2939 -0.6800 -3.3468
Si 3.3614 -0.0479 -1.9480
C 4.2917 1.4402 -2.5915
C 4.5961 -1.3427 -1.4483
N 2.2753 0.3875 -0.6636
P 2.3427 0.4503 0.9576
C 0.6776 0.7709 1.3917
P 0.2425 2.4197 0.9840
N 0.0827 2.3571 -0.6354
Si -0.7825 3.2742 -1.8355
C -0.2648 5.0667 -1.8399
C -2.6389 3.2352 -1.7142
C -0.3060 2.4443 -3.4470
C -1.2921 2.8607 1.8427
C -1.8664 4.1186 1.6346
C -3.0365 4.4721 2.2878
C -3.6313 3.5767 3.1723
C -3.0581 2.3324 3.3938
C -1.8926 1.9697 2.7247
C 1.3412 3.7844 1.4387
C 1.2451 4.4121 2.6814
C 2.1469 5.4074 3.0305
C 3.1539 5.7720 2.1457
C 3.2639 5.1423 0.9117
C 2.3599 4.1499 0.5584
C 3.6327 1.5243 1.6205
C 3.4762 2.0734 2.8936
C 4.4977 2.8277 3.4537
C 5.6790 3.0293 2.7475
C 5.8364 2.4847 1.4807
C 4.8123 1.7365 0.9157
C 2.8748 -1.1721 1.6264
C 2.4671 -2.3271 0.9580
C 2.8708 -3.5812 1.3928
C 3.6835 -3.7021 2.5120
C 4.0914 -2.5614 3.1887
C 3.6998 -1.3049 2.7432
H 2.8976 -1.2152 -4.0905
H 1.7986 0.1533 -3.8622
H 1.5306 -1.3718 -2.9761
H 4.3327 1.3873 -3.6862
H 5.3254 1.4754 -2.2301
H 3.8016 2.3808 -2.3195
H 5.4128 -1.3764 -2.1802
H 4.1385 -2.3362 -1.3964
H 5.0309 -1.1301 -0.4641
H -1.0634 5.7114 -1.4520
H -0.0564 5.3907 -2.8675
H 0.6348 5.2440 -1.2451
H -2.9996 3.6253 -0.7569
H -3.0282 2.2209 -1.8289
H -3.0579 3.8605 -2.5141
H 0.7229 2.6967 -3.7278
H -0.9652 2.7302 -4.2749
H -0.3656 1.3510 -3.3459
H -1.3871 4.8280 0.9643
H -3.4771 5.4476 2.1223
H -4.5353 3.8588 3.6997
H -3.5149 1.6491 4.1028
H -1.4194 1.0067 2.8869
H 0.4640 4.1238 3.3751
H 2.0652 5.8988 3.9927
H 3.8577 6.5500 2.4200
H 4.0558 5.4256 0.2273
H 2.4381 3.6395 -0.3949
H 2.5499 1.9148 3.4358
H 4.3722 3.2631 4.4385
H 6.4772 3.6180 3.1852
H 6.7554 2.6472 0.9286
H 4.9327 1.3258 -0.0792
H 1.8536 -2.2397 0.0757
H 2.5670 -4.4641 0.8398
H 4.0114 -4.6787 2.8486
H 4.7312 -2.6474 4.0587
H 4.0536 -0.4301 3.2697
C -4.3430 -1.0944 2.8058
C -4.8407 -0.2454 1.6522
C -5.9583 -0.9006 0.8691
O -3.6961 0.1423 0.8187
P -3.0204 -0.4734 -0.4342
O -1.8097 0.2979 -0.7988
C -2.5823 -2.1757 -0.0165
P -1.0151 -2.7612 -0.6874
O -0.0583 -1.7176 -1.1485
O -0.3278 -3.6338 0.4084
C -1.0277 -4.6403 1.2134
C -0.2788 -5.9432 1.0672
C -1.0592 -4.1382 2.6392
O -1.5255 -3.7024 -1.8373
C -0.5604 -4.3585 -2.7502
C -0.4889 -3.5522 -4.0268
C -1.0576 -5.7674 -2.9578
O -4.1349 -0.4953 -1.5216
C -4.1053 -0.8853 -2.9440
C -4.4961 -2.3434 -3.0647
C -2.7830 -0.5587 -3.6098
H -5.0798 -1.0825 3.6104
H -3.4008 -0.7023 3.1959
H -4.2024 -2.1375 2.5046
H -5.1867 0.7091 2.0352
H -5.6614 -1.8872 0.4973
H -6.2710 -0.2878 0.0248
H -6.8108 -1.0365 1.5353
H -3.3687 -2.8580 -0.3408
H -2.5031 -2.2064 1.0721
H -2.0413 -4.7608 0.8192
H 0.7108 -5.8597 1.5205
H -0.1620 -6.2170 0.0173
H -0.8263 -6.7383 1.5754
H -0.0366 -3.9696 2.9880
H -1.5348 -4.8829 3.2817
H -1.6083 -3.1979 2.7362
H 0.4166 -4.3709 -2.2615
H -1.4805 -3.4895 -4.4858
H 0.1874 -4.0430 -4.7299
H -0.1169 -2.5437 -3.8402
H -2.0406 -5.7506 -3.4366
H -1.1423 -6.3049 -2.0115
H -0.3652 -6.3096 -3.6041
H -4.8874 -0.2655 -3.3707
H -3.6845 -2.9983 -2.7362
H -4.7148 -2.5733 -4.1095
H -5.3924 -2.5531 -2.4770
H -1.9605 -1.1202 -3.1592
H -2.5518 0.5042 -3.5414
H -2.8436 -0.8371 -4.6631
*
```

Values from the calculation:
frontier orbital gap (spin up / spin down)	7.645 / 8.451	eV



No. 3
Below is a 11-piece molecular cluster, C44H69N7O8S4 overall in a non-equilibrium geometry, with properties calculated with wB97M-V/def2-TZVPD.

```
! RIJCOSX wB97M-V def2-TZVPD def2/J DEFGRID3
* xyz 0 1
C 9.9034 6.7283 -2.7645
C 8.7329 7.2361 -3.6026
C 7.4924 7.6926 -2.9946
C 6.6511 6.6613 -2.3992
N 6.0471 5.7953 -1.9038
H 9.5472 5.9531 -2.0861
H 10.4052 7.4353 -2.1038
H 10.7328 6.2504 -3.2859
H 8.4694 6.5435 -4.4020
H 9.0442 8.1000 -4.1899
H 6.8347 8.2192 -3.6861
H 7.7564 8.4093 -2.2169
C 3.0329 -2.9403 -8.7290
C 3.4131 -2.0218 -7.5488
C 2.6797 -2.6372 -6.3756
S 2.6905 -4.5503 -6.5337
O 1.3228 -5.0569 -6.3161
O 3.8733 -5.1810 -5.8788
C 3.0689 -4.3682 -8.3152
H 3.5003 -2.7934 -9.7027
H 2.0088 -2.6276 -8.9328
H 3.2212 -0.9646 -7.7320
H 4.4904 -1.9974 -7.3844
H 1.6592 -2.2629 -6.2950
H 3.0782 -2.3864 -5.3926
H 2.5396 -5.1713 -8.8279
H 4.0868 -4.7532 -8.3762
C -3.2972 2.9559 -7.7959
C -2.8399 4.2777 -7.1491
C -2.4319 5.0864 -8.3167
S -3.6404 4.8632 -9.6866
O -2.8265 4.6314 -10.8860
O -4.7467 5.8348 -9.6626
C -4.2231 3.1885 -9.0685
H -3.7360 2.2500 -7.0907
H -2.4523 2.3982 -8.2000
H -1.9902 4.1777 -6.4737
H -3.6657 4.7434 -6.6113
H -1.4805 4.8121 -8.7724
H -2.1920 6.1342 -8.1356
H -4.3407 2.3608 -9.7679
H -5.2048 3.5006 -8.7121
C 8.0001 -1.6697 0.1081
C 6.9792 -2.6023 0.7280
C 7.3558 -4.0523 0.4929
S 9.1875 -4.0251 0.8085
O 9.8271 -4.7958 -0.2427
O 9.4085 -4.2528 2.2299
C 9.4886 -2.0996 0.5551
H 7.6490 -0.7063 0.4781
H 7.7374 -1.7387 -0.9475
H 5.9644 -2.3932 0.3894
H 6.9606 -2.4441 1.8064
H 7.3083 -4.3677 -0.5494
H 7.0363 -4.7809 1.2379
H 10.2448 -1.8532 -0.1903
H 9.8461 -1.7740 1.5320
C -6.3229 5.1931 6.5373
C -5.4085 3.9917 6.1788
C -4.5464 4.6704 5.0308
S -5.5965 5.9148 4.1308
O -5.8078 5.4561 2.7745
O -5.2187 7.2957 4.4219
C -7.0047 5.6444 5.1461
H -5.6078 5.9265 6.9101
H -7.1578 4.8770 7.1626
H -5.9792 3.1756 5.7358
H -4.8725 3.5984 7.0426
H -3.9115 4.1896 4.2866
H -3.7483 5.2354 5.5126
H -7.4962 4.7711 4.7172
H -7.7746 6.4155 5.1178
N -4.6583 -6.9549 1.5421
C -5.2394 -7.8690 0.6427
C -6.5352 -7.6106 0.3885
C -6.8039 -6.7332 1.4654
C -5.6784 -6.2981 2.1124
H -3.6905 -6.9753 1.8304
H -4.5806 -8.6170 0.2268
H -7.2434 -7.9352 -0.3595
H -7.8034 -6.3732 1.6602
H -5.3726 -5.4909 2.7615
N -1.3246 -1.0211 1.0010
C -0.5323 -0.5806 2.0668
C 0.2386 0.4979 1.5680
C -0.2682 0.8573 0.2816
C -1.1817 -0.1779 -0.0126
H -1.9971 -1.7729 0.9505
H -0.5795 -0.8201 3.1188
H 1.0014 0.9566 2.1796
H 0.2682 1.6104 -0.2765
H -1.8000 -0.4008 -0.8696
N -7.9267 0.8402 -2.6651
C -8.9227 1.6395 -3.1781
C -9.9964 0.9101 -3.6260
C -9.5457 -0.4356 -3.3507
C -8.2879 -0.5034 -2.7163
H -7.2231 1.2173 -2.0464
H -8.7619 2.7044 -3.2586
H -10.8469 1.2128 -4.2188
H -10.1080 -1.3138 -3.6316
H -7.7469 -1.2493 -2.1530
N 1.0942 -8.6514 0.4752
C 0.8216 -9.3247 1.5725
C 0.7667 -8.5072 2.6289
C 1.1010 -7.2103 2.2119
C 1.2140 -7.3309 0.8607
H 1.0767 -9.0535 -0.4512
H 0.8303 -10.4044 1.5524
H 0.6345 -8.8482 3.6451
H 1.1755 -6.3109 2.8051
H 1.1224 -6.5320 0.1397
N 0.0726 -4.1400 9.3010
C -1.1820 -4.0962 8.7179
C -1.8952 -3.0938 9.3288
C -1.0966 -2.6263 10.4260
C 0.0751 -3.3529 10.4087
H 0.8657 -4.7180 9.0623
H -1.4812 -4.6113 7.8170
H -2.8994 -2.7698 9.0984
H -1.4182 -2.0067 11.2501
H 0.9216 -3.2501 11.0714
N 1.7874 4.3444 7.6483
C 2.2479 5.5377 7.1523
C 2.0080 6.5395 8.0081
C 1.3042 6.0522 9.1064
C 1.2909 4.6501 8.8956
H 1.8868 3.4090 7.2805
H 2.8650 5.6340 6.2712
H 2.1970 7.5920 7.8569
H 1.0141 6.5701 10.0086
H 0.9920 3.8698 9.5798
*
```

Values from the calculation:
frontier orbital gap	8.165	eV
SMILES	O=S1(=O)CCCC1.O=S1(=O)CCCC1.O=S1(=O)CCCC1.O=S1(=O)CCCC1.c1cc[nH]c1.c1cc[nH]c1.c1cc[nH]c1.c1cc[nH]c1.c1cc[nH]c1.c1cc[nH]c1.CCCC#N